Molecular formula: C5H6O
Method: DFT, ωB97M-V/def2-TZVPD

Computed properties:
* LUMO level (alpha / beta): 0.26 / 0.26 eV
* total charge: 0
* E_HOMO (alpha / beta): -8.276 / -8.275 eV
* frontier orbital gap (alpha / beta): 8.5 / 8.5 eV
* SMILES string: C1=C2O[C@H]2CC1

Atoms and positions in Å:
1 C 0.25014 1.36466 0.01844
2 C 1.47600 0.87827 -0.11655
3 C -1.02738 0.42289 -0.06813
4 C -0.32386 -0.83946 0.37949
5 C 1.00431 -0.89708 -0.36455
6 O 2.12229 -0.35777 0.13352
7 H 0.13283 2.39613 0.15509
8 H -1.87640 0.72697 0.61090
9 H -1.53699 0.33207 -0.97528
10 H -0.31037 -0.92788 1.38728
11 H -0.98480 -1.63204 0.09331
12 H 1.07421 -1.46676 -1.25351



Molecular formula: C5H6O
Method: DFT, ωB97M-V/def2-TZVPD

Computed properties:
* LUMO level: 0.34 eV
* total charge: 0
* E_HOMO: -10.321 eV
* frontier orbital gap: 10.7 eV
* SMILES string: C#CC(=O)CC

Atoms and positions in Å:
1 C 1.61451 -0.90261 -0.42010
2 C 0.61084 -0.06195 0.35974
3 C -0.48572 0.50578 -0.52367
4 O -0.34523 0.71157 -1.71120
5 C -1.75141 0.80304 0.15126
6 C -2.78987 0.98861 0.73333
7 H 2.44038 -1.20921 0.22798
8 H 2.02014 -0.34279 -1.26597
9 H 1.13780 -1.80616 -0.81448
10 H 1.10937 0.79612 0.83635
11 H 0.15232 -0.63279 1.17577
12 H -3.71314 1.15039 1.25100



Molecular formula: C5H6O
Method: DFT, ωB97M-V/def2-TZVPD

Computed properties:
* LUMO level (alpha / beta): -0.32 / -0.32 eV
* total charge: 0
* E_HOMO (alpha / beta): -8.911 / -8.907 eV
* frontier orbital gap (alpha / beta): 8.6 / 8.6 eV

Atoms and positions in Å:
1 C -0.55622 -1.10829 0.12055
2 C 0.80837 -0.48313 -0.27150
3 O 0.44301 -0.05807 -1.57591
4 C -1.08997 0.24552 -0.31955
5 C -0.44755 1.22167 0.58333
6 C 0.81435 0.76351 0.62477
7 H -0.82317 -1.93117 -0.54298
8 H -0.70710 -1.34996 1.17530
9 H 1.72688 -1.08254 -0.28129
10 H -1.02030 0.33713 -1.44271
11 H -0.83909 2.17753 0.91178
12 H 1.69078 1.26781 1.01822



The records above yield max |F| values of 3.60 0.62 1.72 eV/Å, respectively.
The records above yield calculated total energy values of -269.14987 -269.28326 -269.15270 Eh, respectively.